# 1
Formula: C3H3O5P
Source: the OMol25 dataset
Level of theory: ωB97M-V/def2-TZVPD

```
12
Properties=species:S:1:pos:R:3:forces:R:3:nbo_charge:R:1
C -0.77772 1.80824 0.25597 0.1 2.6 1.1 0.2539
C -0.58249 -1.56245 -0.30976 -0.1 -3.2 1.2 0.2900
C -0.30624 0.69334 -0.27282 3.9 -2.1 0.1 -0.3968
O 1.84823 0.24892 1.46243 0.8 0.8 2.8 -1.1930
O 0.73028 -1.59956 0.05724 1.0 1.3 -0.2 -0.8470
O -1.95512 2.24439 0.20825 -0.6 0.9 0.4 -0.8313
O 2.39585 0.22843 -0.97936 0.4 0.2 -1.1 -1.1938
O -0.90493 -0.39546 -0.93124 -2.0 1.3 -0.4 -0.5454
P 1.37950 0.14380 0.09338 -1.6 -2.3 -1.4 2.2905
H 0.16380 2.51262 0.80083 -2.2 -1.7 -1.2 0.0352
H -0.78406 -2.41166 -1.03949 0.0 0.8 0.3 0.0854
H -1.20709 -1.91059 0.65456 0.4 1.3 -1.4 0.0524
```
Positions in Å, forces in eV/Å.

The value obtained for the energy above the lowest of the compared OMol25 structures with the same formula, charge and spin is 2.2996 eV. The HOMO energy is 0.83 eV. Its net charge is -2. The structure (SMILES) is O=[P@@]1([O-])OCO/C1=C\[O-]. The calculation puts the electronic energy at -22685.389 eV. The calculation puts the gap between HOMO and LUMO at 6.099 eV. For the molecular weight, the calculation gives 150.0 g mol⁻¹.

# 2
Formula: C5H17NO3
Source: the OMol25 dataset
Level of theory: ωB97M-V/def2-TZVPD

```
26
Properties=species:S:1:pos:R:3:forces:R:3:nbo_charge:R:1
C -1.27290 -1.14451 1.77192 0.0 0.1 0.7 -0.6177
C -1.67648 0.17089 1.10982 0.6 0.4 -1.1 -0.4325
N 0.90484 1.65420 0.92469 0.6 0.4 -0.4 -0.8423
C 0.20773 1.24751 -0.21409 -1.1 -1.6 -1.1 0.1607
C -0.89790 0.48811 -0.17006 -1.1 0.6 1.7 -0.2678
C 0.76103 1.44338 -1.59344 1.8 1.8 0.0 -0.6384
H -0.21986 -1.40169 1.66305 0.0 0.3 -0.1 0.2351
H -1.82795 -2.01160 1.41669 -0.1 0.1 -0.2 0.2104
H -1.47126 -1.03429 2.83887 0.0 -0.3 0.1 0.2018
H -2.71825 0.16381 0.80338 -0.3 -0.2 0.2 0.2052
H -1.60297 1.04775 1.76241 0.2 -0.3 0.4 0.1819
H 0.35609 2.04328 1.67908 -0.2 -0.2 -0.1 0.3872
H 1.64627 2.28834 0.67090 0.1 0.1 0.2 0.3761
H -1.49984 0.26742 -1.03175 0.6 -0.1 -0.5 0.1969
H 0.05322 1.18905 -2.36295 0.1 0.0 0.2 0.2138
H 1.72829 0.96813 -1.80492 -0.3 -0.7 0.3 0.2192
H 1.10748 2.47723 -1.78207 -0.6 0.1 0.2 0.2049
H 0.67333 -1.41148 -0.95279 0.0 -0.1 0.0 0.4820
H 1.32844 -2.79504 -1.17535 -0.1 0.2 0.1 0.4716
O 0.66831 -2.32887 -0.64612 0.1 -0.1 -0.2 -0.9537
H -1.09722 -1.53932 -2.64914 -1.1 0.7 0.4 0.5155
H -1.05452 0.10875 -3.17854 -1.4 -0.4 0.6 0.4932
O -0.73295 -0.77747 -3.09090 2.3 -0.9 -1.4 -1.0016
H 1.93350 -0.34851 1.28539 0.0 -0.1 0.0 0.4781
H 2.30564 -0.02866 2.68684 0.1 -0.2 0.1 0.4599
O 2.39794 -0.73641 2.03904 0.0 0.2 0.0 -0.9395
```
Positions in Å, forces in eV/Å.

The value obtained for the energy above the lowest of the compared OMol25 structures with the same formula, charge and spin is 1.4145 eV. The HOMO energy is -8.40 eV. Its net charge is 0. The structure (SMILES) is CC/C=C(/C)N.O.O.O. The calculation puts the electronic energy at -13092.198 eV. The calculation puts the gap between HOMO and LUMO at 8.985 eV. For the molecular weight, the calculation gives 139.2 g mol⁻¹.